(1)
Formula: C47H57AsIN5O2PY
Source: the OMol25 dataset
Level of theory: ωB97M-V/def2-TZVPD

Summary:
E_LUMO: -0.1789 Eh
E_tot: -5162.13137 Ha
Largest force on an atom: 0.012 hartree/bohr
E_HOMO: -12.1 eV

Structure (ORCA input):
```
! wB97M-V def2-TZVPD RIJCOSX def2/J DEFGRID3
* xyz 2 1
Y -0.4418 -1.0499 -0.7884
C 2.1986 3.1215 5.6833
O 2.7836 2.3501 4.6355
C 3.1075 3.0134 3.4787
C 3.9626 2.3357 2.6084
C 4.3244 2.8996 1.4005
C 3.8404 4.1610 1.0543
C 3.0652 4.8651 1.9588
C 2.6714 4.2921 3.1625
N 4.2120 4.8464 -0.1559
N 4.0305 4.3404 -1.2684
C 3.3713 3.0672 -1.3732
C 4.0467 1.9941 -1.8796
C 3.4661 0.7126 -1.9007
C 2.1790 0.5148 -1.4583
O 1.5863 -0.6686 -1.4145
C 1.4383 1.6482 -0.9969
N 0.1619 1.4111 -0.5573
C -0.5598 2.4430 -0.1676
C -0.0903 3.7641 -0.1718
C 1.1968 4.0073 -0.5632
C 2.0140 2.9339 -0.9785
H 2.0893 2.4509 6.5314
H 1.2198 3.5118 5.3942
H 2.8503 3.9493 5.9650
H 4.4046 1.3999 2.9291
H 5.0065 2.3746 0.7488
H 2.7655 5.8767 1.7160
H 2.0588 4.8654 3.8421
H 5.0657 2.1291 -2.2205
H 4.0291 -0.1314 -2.2775
H -1.5693 2.2380 0.1739
H -0.7518 4.5634 0.1300
H 1.5900 5.0159 -0.5725
I -1.4145 -2.6119 -3.2866
C -2.1031 -2.7642 -1.2127
H -1.9945 -3.8293 -1.0054
H -3.1739 -2.5679 -1.2848
C -5.7375 -1.4737 -4.8569
C -5.8450 -1.7346 -3.4979
C -5.0046 -1.0965 -2.5996
C -4.0449 -0.1935 -3.0560
C -3.9497 0.0744 -4.4188
C -4.7944 -0.5651 -5.3140
P -2.8697 0.5305 -1.8703
C -2.3109 2.0663 -2.6760
C -2.9270 3.3076 -2.5450
C -2.3782 4.4283 -3.1538
C -1.2108 4.3212 -3.8958
C -0.5929 3.0858 -4.0388
C -1.1405 1.9672 -3.4308
C -3.9547 0.9853 -0.4780
C -3.5855 0.5721 0.7994
C -4.3777 0.8457 1.9059
C -5.5659 1.5394 1.7379
C -5.9646 1.9331 0.4658
C -5.1725 1.6501 -0.6348
H -6.3975 -1.9677 -5.5568
H -6.5906 -2.4295 -3.1351
H -5.1147 -1.2920 -1.5387
H -3.2224 0.7851 -4.7902
H -4.7174 -0.3474 -6.3706
H -3.8283 3.4181 -1.9586
H -2.8681 5.3874 -3.0495
H -0.7861 5.1973 -4.3675
H 0.3148 2.9934 -4.6207
H -0.6460 1.0057 -3.5449
H -2.6762 -0.0153 0.9274
H -4.0864 0.5014 2.8905
H -6.1955 1.7548 2.5904
H -6.9052 2.4498 0.3316
H -5.5167 1.9186 -1.6258
C -0.3516 -5.6538 0.5800
C 0.3632 -5.4251 -0.7476
As 1.2256 -3.6737 -0.8137
C 2.6780 -3.9196 0.5144
C 3.2688 -5.3186 0.6669
C 2.1581 -3.6970 -2.5382
C 3.4006 -4.5656 -2.6633
H -0.8960 -6.5977 0.5804
H -1.0760 -4.8598 0.7826
H 0.3535 -5.6883 1.4146
H -0.3397 -5.4509 -1.5827
H 1.1098 -6.1977 -0.9335
H 2.2798 -3.6015 1.4862
H 3.4520 -3.1953 0.2423
H 2.5180 -6.0398 0.9880
H 4.0599 -5.3158 1.4184
H 3.7013 -5.6849 -0.2592
H 2.3773 -2.6522 -2.7583
H 1.3903 -4.0149 -3.2446
H 4.1892 -4.2541 -1.9775
H 3.8037 -4.4857 -3.6735
H 3.1872 -5.6196 -2.4839
C 0.3388 0.2258 4.0587
C -0.2879 0.3159 2.6505
N 0.1749 -0.7950 1.7949
C 1.6609 -0.7141 1.7356
C 2.2806 -0.9408 3.1251
N 1.1609 -1.0278 4.1177
C 0.3043 -2.2243 3.8391
C -0.2320 -2.0853 2.3992
H -0.4114 0.1520 4.8441
H 1.0151 1.0521 4.2733
H 0.0021 1.2503 2.1736
H -1.3752 0.2887 2.7124
H 1.9306 0.2700 1.3545
H 2.0319 -1.4520 1.0295
H 2.9135 -0.1116 3.4375
H 2.8443 -1.8709 3.1873
H 1.5605 -1.1123 5.0518
H -0.4888 -2.2336 4.5846
H 0.9210 -3.1119 3.9694
H -1.3204 -2.1498 2.3916
H 0.1493 -2.8904 1.7700
*
```

(2)
Formula: C47H57Ge2N4OS2Ti
Source: the OMol25 dataset
Level of theory: ωB97M-V/def2-TZVPD

Summary:
E_LUMO (spin up / spin down): 0.0822 / 0.0822 Eh
E_tot: -7919.24031 Ha
Largest force on an atom: 0.024 hartree/bohr
E_HOMO (spin up / spin down): -3.8 / -3.8 eV

Structure (ORCA input):
```
! wB97M-V def2-TZVPD RIJCOSX def2/J DEFGRID3
* xyz -1 1
Ti 0.3778 0.5751 0.6411
C -4.0859 0.7729 1.1221
C -2.6030 0.6517 1.3675
N -1.7526 0.5524 0.3728
N -2.3849 0.5888 -0.8758
C -1.5845 0.3667 -1.8577
S 0.0812 0.0942 -1.8251
S -2.4137 0.3640 -3.4550
C -2.9941 -1.3654 -3.4073
C -4.1501 -1.6404 -2.4881
C -5.3460 -0.9409 -2.6099
C -6.4164 -1.2265 -1.7834
C -6.3039 -2.2086 -0.8072
C -5.1135 -2.9001 -0.6708
C -4.0456 -2.6196 -1.5108
C -2.1853 0.6053 2.7776
C -3.0876 0.9849 3.7890
C -2.7997 0.8123 5.1256
C -1.6017 0.1987 5.4877
C -0.6911 -0.1861 4.5296
C -0.9367 0.0575 3.1655
O -0.0412 -0.2914 2.2759
H -4.3306 0.5818 0.0841
H -4.4155 1.7828 1.3825
H -4.6176 0.0766 1.7672
H -2.1530 -2.0134 -3.1547
H -3.2718 -1.5917 -4.4392
H -5.4245 -0.1526 -3.3464
H -7.3401 -0.6731 -1.8909
H -7.1362 -2.4215 -0.1506
H -5.0066 -3.6580 0.0946
H -3.1155 -3.1612 -1.3969
H -4.0322 1.4313 3.5175
H -3.5060 1.1297 5.8807
H -1.3819 0.0252 6.5344
H 0.2442 -0.6617 4.7910
C -2.0700 5.1856 1.2438
C -2.2763 3.8058 0.6287
C -1.9445 3.7761 -0.8405
C -2.8729 4.2640 -1.7494
C -2.5981 4.2924 -3.1040
C -1.3669 3.8578 -3.5544
C -0.4067 3.3627 -2.6781
C 0.9433 2.9966 -3.2129
C 1.7693 4.2240 -3.5791
C -0.7174 3.3016 -1.3171
N 0.1830 2.7569 -0.3503
C 0.9010 3.6157 0.2954
C 1.5561 3.2342 1.4899
C 2.2807 3.9650 2.4290
C 2.4617 3.1058 3.5178
C 1.8426 1.9062 3.1795
N 1.2925 1.9711 1.9562
H -2.3666 5.1904 2.2923
H -2.6552 5.9398 0.7167
H -1.0233 5.4842 1.1945
H -3.3227 3.5084 0.7515
H -1.6722 3.0765 1.1738
H -3.8311 4.6104 -1.3820
H -3.3401 4.6500 -3.8049
H -1.1366 3.8860 -4.6110
H 0.8192 2.3469 -4.0831
H 1.4743 2.4054 -2.4744
H 1.2818 4.8235 -4.3479
H 2.7523 3.9302 -3.9470
H 1.9164 4.8649 -2.7087
H 0.9500 4.6608 -0.0299
H 2.6046 4.9871 2.3302
H 2.9729 3.3185 4.4402
H 1.7799 0.9966 3.7554
C 5.0861 0.8947 -1.9865
C 3.5983 1.0541 -1.7137
Ge 2.9277 0.1799 -0.0432
C 4.2697 0.7232 1.3477
C 5.5673 -0.0733 1.3811
C 3.3987 -1.7256 -0.2553
C 2.5713 -2.7289 0.0576
Ge 0.6717 -2.1914 0.3168
C -0.3270 -3.0732 -1.1969
C 0.4159 -3.2716 -2.5063
C -0.1052 -3.0973 1.9338
C -0.2652 -4.6087 1.9555
C 3.0701 -4.1247 0.0775
C 2.2506 -5.2018 -0.2560
C 2.7274 -6.5022 -0.2510
C 4.0386 -6.7659 0.1105
C 4.8626 -5.7102 0.4718
C 4.3831 -4.4133 0.4592
H 5.3773 1.3386 -2.9433
H 5.3789 -0.1552 -2.0164
H 5.6852 1.3752 -1.2128
H 3.0187 0.6474 -2.5473
H 3.3572 2.1175 -1.6593
H 3.7926 0.6366 2.3224
H 4.4713 1.7909 1.2184
H 5.3702 -1.1197 1.6139
H 6.2513 0.3053 2.1470
H 6.1020 -0.0553 0.4304
H 4.4205 -1.9773 -0.5381
H -1.2053 -2.4438 -1.3664
H -0.7103 -4.0322 -0.8362
H 0.7790 -2.3247 -2.9037
H -0.2218 -3.7272 -3.2688
H 1.2846 -3.9196 -2.3823
H -1.0824 -2.6265 2.0762
H 0.4924 -2.7834 2.7904
H -0.8405 -4.9793 1.1052
H -0.7873 -4.9374 2.8571
H 0.6983 -5.1179 1.9374
H 1.2223 -5.0185 -0.5302
H 2.0652 -7.3129 -0.5258
H 4.4115 -7.7821 0.1250
H 5.8839 -5.8985 0.7774
H 5.0285 -3.6045 0.7700
*
```

- What is the largest force on an atom in the second record?
  0.024 hartree/bohr

- Which of these has the highest largest force on an atom?
  C47H57Ge2N4OS2Ti